No. 1
This record from the OMol25 dataset describes C4H6N2 in the gas phase. The level of theory is ωB97M-V/def2-TZVPD.

Structure (XYZ):
```
12
Properties=species:S:1:pos:R:3:forces:R:3:lowdin_charge:R:1
N 2.388 -0.989 -0.893 -0.305 0.058 -0.078 0.150
C 1.408 -0.447 -0.615 1.655 0.324 -0.973 -0.208
C 0.281 0.218 -0.070 -0.151 -1.242 0.865 -0.491
N 0.529 1.147 0.976 -0.431 -0.356 0.557 0.099
C -1.056 0.145 -0.706 -0.407 0.215 -0.273 -0.091
C -0.712 -1.004 0.157 -0.300 0.013 0.386 -0.065
H 1.356 1.023 1.534 0.063 -0.279 -0.156 0.088
H 0.329 2.118 0.845 -0.113 0.168 -0.551 0.080
H -1.109 -0.019 -1.770 -0.048 0.054 -0.091 0.113
H -1.768 0.843 -0.299 -0.063 0.236 -0.102 0.110
H -1.067 -1.053 1.169 -0.390 0.126 0.143 0.099
H -0.578 -1.982 -0.327 0.488 0.684 0.273 0.116
```
Positions in Å, forces in eV/Å.

The calculation puts the max |F| at 0.0379 Eh/bohr. The value obtained for the relative energy (zero: lowest compared OMol25 entry of this formula, charge and spin) is 41.8 kcal/mol. As for the energy: -265.46890 a.u. The HOMO energy is -9.22 eV. For the HOMO-LUMO gap, the calculation gives 10.2 eV.

***

No. 2
This record from the OMol25 dataset describes 3 unconnected molecules or ions with the total composition C4H12N2O7P2. The level of theory is ωB97M-V/def2-TZVPD.

Structure (XYZ):
```
27
Properties=species:S:1:pos:R:3:forces:R:3:lowdin_charge:R:1
C -0.660 -1.915 -1.749 2.460 -0.936 -0.508 -0.062
C -1.594 -2.630 -2.342 -1.111 1.511 -0.401 -0.106
C -1.861 1.877 -0.475 0.091 1.929 2.465 -0.385
C -0.033 1.594 1.085 0.072 1.012 -2.129 -0.488
N 2.628 -3.427 -1.076 0.175 2.056 0.384 -0.059
N -0.113 1.904 2.475 -1.895 0.487 -1.199 0.007
O -0.553 4.176 0.895 -1.715 1.172 1.259 -0.201
O 1.478 3.773 -0.489 0.943 0.371 -0.785 -0.326
O 2.079 -0.561 2.742 -0.319 0.324 0.159 -0.432
O 1.491 -1.901 0.688 -0.398 -0.620 -0.994 -0.428
O -0.888 2.727 -1.048 0.197 -0.376 -0.777 -0.229
O 0.963 0.648 0.715 0.309 -2.022 1.048 -0.306
O -2.730 2.334 0.324 0.607 -0.459 -1.409 -0.146
P 0.288 3.133 0.059 -2.428 -2.216 1.079 0.493
P 1.143 -0.793 1.595 1.390 2.475 0.554 0.286
H 0.022 -2.131 -0.892 -1.268 0.228 -0.057 0.036
H -0.179 -1.287 -2.476 0.175 1.106 0.182 0.048
H -2.223 -3.325 -1.888 -0.640 -1.513 0.947 0.004
H -2.030 -2.219 -3.256 0.327 -0.319 -0.142 0.035
H -2.094 1.073 -1.173 0.304 -0.465 0.222 0.103
H -0.111 -0.951 2.104 -1.206 -0.148 0.179 0.016
H 2.077 -2.910 -1.769 -0.034 -0.639 -0.388 -0.032
H 2.860 -2.517 -0.543 -0.006 -1.962 -0.441 0.021
H 1.883 -3.735 -0.443 0.291 -0.035 -0.137 -0.024
H 0.665 1.519 2.918 1.083 -0.918 1.648 0.017
H -1.450 3.811 1.174 1.436 0.206 -0.750 0.078
H -1.062 1.732 2.845 1.158 -0.250 -0.012 0.079
```
Positions in Å, forces in eV/Å.

The calculation puts the max |F| at 0.0673 Eh/bohr. As for the net charge: -2. The value obtained for the relative energy (zero: lowest compared OMol25 entry of this formula, charge and spin) is 0.0 kcal/mol. As for the energy: -1478.59661 a.u. The HOMO energy is 0.36 eV. For the HOMO-LUMO gap, the calculation gives 5.1 eV.

***

No. 3
This record from the OMol25 dataset describes 5 unconnected molecules or ions with the total composition H10O5. The level of theory is ωB97M-V/def2-TZVPD.

Structure (XYZ):
```
15
Properties=species:S:1:pos:R:3:forces:R:3:lowdin_charge:R:1
O -32.639 3.639 10.039 1.900 -0.145 0.415 -0.082
H -31.704 3.542 9.746 -0.505 0.610 0.902 0.065
H -32.986 3.083 9.339 -1.088 0.050 -0.629 -0.074
O -33.642 2.352 8.142 0.009 -2.455 -1.843 -0.067
H -33.941 2.670 7.263 0.299 -0.288 0.852 0.090
H -33.390 1.373 8.014 -0.865 1.926 0.307 0.092
O -33.492 -0.684 9.155 -2.386 0.147 0.460 -0.065
H -33.732 -0.195 9.987 0.935 -0.361 -0.831 0.018
H -32.595 -0.548 8.951 1.788 0.225 0.132 0.001
O -32.009 1.895 14.154 0.217 -0.639 1.131 -0.072
H -31.925 0.955 14.431 -0.145 1.051 -0.730 0.052
H -32.105 1.942 13.206 -0.130 -0.441 -0.410 -0.005
O -33.579 1.025 11.357 0.291 -0.265 -0.114 -0.041
H -33.418 1.866 10.903 -0.057 0.298 0.169 0.023
H -34.496 1.013 11.630 -0.262 0.288 0.187 0.067
```
Positions in Å, forces in eV/Å.

The calculation puts the max |F| at 0.0597 Eh/bohr. The value obtained for the relative energy (zero: lowest compared OMol25 entry of this formula, charge and spin) is 25.2 kcal/mol. As for the energy: -382.18396 a.u. The HOMO energy is -11.10 eV. For the HOMO-LUMO gap, the calculation gives 11.4 eV.

***

No. 4
This record from the OMol25 dataset describes a molecular structure, C16H20BrClI2N5O6P. The level of theory is ωB97M-V/def2-TZVPD.

Structure (XYZ):
```
52
Properties=species:S:1:pos:R:3:forces:R:3:lowdin_charge:R:1
C -1.449 -2.657 -2.161 0.068 -1.096 -0.756 -0.127
C 0.047 -2.826 -2.068 0.325 0.300 0.054 -0.790
I 0.906 -4.651 -2.742 -0.671 0.471 0.218 0.823
C 0.815 -1.852 -1.589 0.957 -0.368 -0.280 -0.702
I 2.941 -2.033 -1.420 -0.683 0.284 0.089 0.863
C 0.299 -0.543 -1.134 0.582 -0.841 -0.477 -0.190
C 0.559 0.620 -1.839 -0.020 -0.079 -0.235 -0.278
O 1.290 0.570 -2.993 0.096 -0.166 -0.133 0.018
C 0.104 1.835 -1.375 -0.036 1.535 -0.625 -0.199
C 0.402 3.113 -2.136 0.310 -0.510 0.325 -0.144
C 1.901 3.545 -2.172 -0.493 0.477 -1.007 -0.663
C 2.446 3.564 -3.614 0.242 -0.201 0.752 -0.129
Br 3.066 2.547 -0.964 -0.491 -0.034 -0.416 0.870
C -0.652 1.932 -0.232 -0.363 0.459 0.742 0.055
C -0.926 0.788 0.465 -0.151 0.046 0.431 -0.061
C -0.453 -0.422 -0.005 -0.891 -0.506 1.747 -0.036
C -0.920 -1.471 0.991 1.057 0.300 -1.711 -0.382
O -0.462 -2.580 1.130 -0.739 0.437 0.390 0.111
N -1.944 -0.838 1.722 1.209 -1.418 2.061 -0.125
P -2.462 -1.556 3.251 -2.538 0.739 0.947 0.613
O -2.487 -3.177 3.048 1.253 0.980 0.084 -0.333
Cl -0.971 -1.101 4.648 0.188 -0.555 -0.813 0.222
C -1.684 0.575 1.754 0.010 0.277 -0.886 -0.396
O -1.984 1.334 2.637 0.026 -0.615 -0.769 0.109
H -1.931 -3.139 -1.306 -0.028 0.278 0.048 0.084
H -1.792 -3.214 -3.040 -0.074 0.113 0.103 0.063
H -1.765 -1.625 -2.304 0.117 0.013 0.332 0.086
H 0.704 0.681 -3.750 0.034 0.000 -0.052 0.132
H 0.035 2.985 -3.160 0.165 0.218 0.006 0.122
H -0.171 3.918 -1.673 -0.036 -0.083 -0.093 0.115
H 1.931 4.579 -1.834 0.246 -0.221 0.386 0.083
H 2.105 4.496 -4.070 -0.029 -0.201 -0.208 0.085
H 3.537 3.558 -3.593 -0.081 0.112 -0.144 0.067
H 2.105 2.691 -4.168 0.051 0.127 -0.059 0.064
H -1.023 2.890 0.111 0.090 -0.004 -0.007 0.140
H -1.583 -3.531 3.094 -0.109 -0.372 -0.428 0.052
C 6.287 3.567 1.764 -0.029 -0.066 0.009 -0.686
O 6.746 4.493 1.121 0.000 -0.015 0.030 0.024
N 5.222 2.827 1.330 0.058 0.095 -0.168 0.113
N 6.801 3.189 2.976 0.080 0.040 0.058 0.141
H 4.831 2.062 1.845 0.015 0.015 0.032 0.088
H 4.816 3.077 0.440 0.276 0.049 0.429 -0.055
H 7.583 3.710 3.324 -0.005 0.009 -0.014 0.099
H 6.440 2.430 3.522 -0.026 -0.007 -0.025 0.088
C -6.674 -4.346 2.105 0.017 0.019 0.021 -0.689
O -7.869 -4.467 2.296 0.035 -0.012 -0.022 0.025
N -5.964 -5.209 1.313 -0.011 -0.079 -0.091 0.144
N -5.935 -3.340 2.662 0.008 0.110 0.006 0.154
H -4.980 -5.128 1.145 0.006 0.025 0.051 0.086
H -6.472 -5.961 0.888 -0.014 0.005 0.015 0.100
H -6.419 -2.687 3.249 -0.001 -0.006 0.002 0.103
H -4.950 -3.226 2.513 -0.001 -0.077 0.053 0.045
```
Positions in Å, forces in eV/Å.

The calculation puts the max |F| at 0.0546 Eh/bohr. The value obtained for the relative energy (zero: lowest compared OMol25 entry of this formula, charge and spin) is 13.7 kcal/mol. As for the energy: -5318.00171 a.u. The HOMO energy is -9.18 eV. For the HOMO-LUMO gap, the calculation gives 8.3 eV.

***

No. 5
This record from the OMol25 dataset describes C4H8O2 in the gas phase. The level of theory is ωB97M-V/def2-TZVPD.

Structure (XYZ):
```
14
Properties=species:S:1:pos:R:3:forces:R:3:lowdin_charge:R:1
C 1.449 -0.562 0.830 -0.024 -0.046 0.005 -0.039
C 0.472 0.466 0.282 -0.374 -0.506 0.190 -0.417
O 1.228 1.445 -0.409 -0.240 0.181 -0.124 -0.022
C -0.539 -0.148 -0.675 -0.024 -0.165 -0.892 -0.247
C -2.001 -0.333 -0.414 2.110 -1.443 2.267 -0.133
O -1.546 0.775 -1.093 -0.032 1.015 -0.389 -0.027
H 1.985 -1.057 0.013 -0.105 0.095 0.095 0.086
H 2.187 -0.078 1.476 -0.141 -0.040 -0.109 0.084
H 0.919 -1.322 1.414 0.067 0.095 -0.081 0.085
H -0.083 0.933 1.113 0.057 -0.045 -0.118 0.149
H 0.595 2.059 -0.810 0.191 -0.085 0.065 0.099
H -0.110 -0.737 -1.482 0.094 0.203 -0.121 0.148
H -2.030 -0.330 0.697 -1.346 0.626 -0.662 0.124
H -2.527 -1.113 -0.943 -0.233 0.114 -0.125 0.111
```
Positions in Å, forces in eV/Å.

The calculation puts the max |F| at 0.0664 Eh/bohr. The value obtained for the relative energy (zero: lowest compared OMol25 entry of this formula, charge and spin) is 53.4 kcal/mol. As for the energy: -307.62730 a.u. The HOMO energy is -10.23 eV. For the HOMO-LUMO gap, the calculation gives 11.3 eV.